{"formula": "H6O3PSi", "method": "the ωB97M-V functional and the def2-TZVPD basis", "elements": ["O", "O", "O", "Si", "P", "H", "H", "H", "H", "H", "H"], "xyz": [[-1.7728, 0.9537, -0.5834], [-0.4432, -0.6289, -1.8102], [-1.4235, -1.0554, 0.5631], [1.3661, 0.5907, 0.5490], [-0.5945, -0.0578, -0.3619], [-2.4896, 0.8514, 0.0871], [-1.1522, -0.4545, -2.4525], [-1.2036, -1.9170, 0.8727], [1.7969, -0.6189, 1.3440], [0.6796, 1.4775, 1.4912], [2.3318, 0.9850, -0.4490]], "atomic_forces_ev_per_a": [[-0.3, 0.9, 0.9], [0.9, -0.1, 0.0], [0.2, 1.4, -0.4], [0.2, -0.9, 1.4], [-2.2, -1.6, -0.9], [0.5, 0.3, -0.6], [0.0, -0.1, 0.2], [0.7, -1.1, 0.3], [-0.3, 0.4, -0.6], [0.3, 0.5, -0.1], [0.0, 0.4, -0.3]], "lowdin_charge": [-0.1218, -0.1172, -0.1101, 0.6999, 0.4744, 0.1343, 0.1262, 0.0980, -0.0505, -0.0639, -0.0693], "lumo_energy_ev": -3.97, "homo_ev": -16.851, "total_charge": 1, "de_lowest_kj_mol": 30.46}

{"formula": "H6O3PSi", "method": "the ωB97M-V functional and the def2-TZVPD basis", "elements": ["O", "O", "O", "Si", "P", "H", "H", "H", "H", "H", "H"], "xyz": [[1.7269, -1.4132, -0.4225], [1.4056, 0.9072, -0.8219], [1.2500, 0.1946, 1.5889], [-1.5175, -0.2902, -0.2597], [0.8221, -0.1656, 0.1227], [2.6062, -0.9772, -0.5610], [0.6895, 1.4886, -1.1280], [2.1999, 0.3818, 1.7955], [-1.7431, 1.5912, -0.7441], [-2.0467, -0.6185, 1.1296], [-1.4925, -0.7940, -1.6881]], "atomic_forces_ev_per_a": [[-0.5, 1.6, 1.1], [-0.4, 1.7, -1.0], [0.2, -0.1, 0.1], [0.5, 3.5, -0.6], [1.0, -2.3, 0.1], [-0.4, -1.0, -0.3], [0.5, 0.5, -0.2], [-0.9, -0.2, -0.2], [0.5, -3.2, 1.2], [0.0, -0.2, -1.2], [-0.3, -0.5, 1.1]], "lowdin_charge": [-0.1533, -0.1408, -0.1306, 0.6958, 0.4738, 0.1090, 0.0748, 0.1426, 0.0477, -0.0576, -0.0615], "lumo_energy_ev": -4.55, "homo_ev": -15.781, "total_charge": 1, "de_lowest_kj_mol": 190.30}

{"formula": "H6O3Rb", "method": "the ωB97M-V functional and the def2-TZVPD basis", "elements": ["Rb", "O", "H", "H", "O", "H", "H", "O", "H", "H"], "xyz": [[2.1973, 2.8415, -6.4056], [3.6068, 0.8853, -8.7549], [3.5280, 0.6097, -7.8416], [4.0684, 0.1649, -9.1840], [4.3930, 4.0842, -7.5279], [4.0069, 4.4576, -8.3202], [4.8005, 4.8289, -7.0856], [2.9427, -0.0072, -6.3408], [3.5436, -0.7517, -6.3728], [2.1255, -0.3728, -6.0020]], "atomic_forces_ev_per_a": [[0.0, -0.2, -0.1], [0.0, 0.5, -0.3], [-0.1, -0.2, 0.0], [0.1, -0.1, -0.3], [-0.3, -0.2, 0.3], [0.1, 0.1, -0.5], [0.3, 0.3, 0.1], [-0.1, 0.3, 0.6], [0.3, -0.3, 0.2], [-0.3, -0.3, 0.0]], "lowdin_charge": [1.1068, -0.0698, -0.0629, 0.0477, -0.1609, 0.0445, 0.0528, -0.1090, 0.0813, 0.0696], "lumo_energy_ev": -3.75, "homo_ev": -14.604, "total_charge": 1, "de_lowest_kj_mol": 56.87}

{"formula": "H6O3Rb", "method": "the ωB97M-V functional and the def2-TZVPD basis", "elements": ["Rb", "O", "H", "H", "O", "H", "H", "O", "H", "H"], "xyz": [[0.4411, -0.3431, 0.7031], [-1.1486, 0.4080, -0.4163], [-0.5645, 1.1279, -0.1776], [-2.0238, 0.7954, -0.4053], [1.8653, 0.8903, 0.2106], [2.7084, 0.4477, 0.1128], [2.0777, 1.7193, 0.6393], [-0.7560, -1.7838, -0.1188], [-1.5714, -2.2488, 0.0687], [-1.0283, -1.0129, -0.6165]], "atomic_forces_ev_per_a": [[1.8, -6.3, 11.5], [-4.9, 5.2, -2.9], [-0.9, 1.2, -1.1], [-0.7, 0.2, -0.5], [8.4, 7.4, -2.8], [0.8, 0.1, -0.4], [0.6, 0.8, -0.1], [-4.1, -7.0, -2.5], [-0.2, -0.8, -0.3], [-0.7, -0.9, -0.9]], "lowdin_charge": [1.7404, -0.2605, 0.0215, 0.1215, -0.3992, 0.0671, 0.0759, -0.3638, 0.0741, -0.0769], "lumo_energy_ev": -3.94, "homo_ev": -14.518, "total_charge": 1, "de_lowest_kj_mol": 818.98}

{"formula": "H76O42PdS", "method": "the ωB97M-V functional and the def2-TZVPD basis", "elements": ["Pd", "S", "O", "O", "O", "O", "O", "H", "H", "O", "H", "H", "O", "H", "H", "O", "H", "H", "O", "H", "H", "O", "H", "H", "O", "H", "H", "O", "H", "H", "O", "H", "H", "O", "H", "H", "O", "H", "H", "O", "H", "H", "O", "H", "H", "O", "H", "H", "O", "H", "H", "O", "H", "H", "O", "H", "H", "O", "H", "H", "O", "H", "H", "O", "H", "H", "O", "H", "H", "O", "H", "H", "O", "H", "H", "O", "H", "H", "O", "H", "H", "O", "H", "H", "O", "H", "H", "O", "H", "H", "O", "H", "H", "O", "H", "H", "O", "H", "H", "O", "H", "H", "O", "H", "H", "O", "H", "H", "O", "H", "H", "O", "H", "H", "O", "H", "H", "O", "H", "H"], "xyz": [[-2.0997, -0.7843, 3.5588], [0.5899, 0.1465, 2.0047], [1.0503, 0.7278, 0.7020], [1.0297, 1.0214, 3.1651], [-0.9092, 0.0904, 2.0330], [1.1586, -1.2007, 2.2132], [-0.2073, -5.5513, 1.3698], [0.6609, -5.1454, 1.5026], [-0.1166, -6.3821, 0.8162], [-3.3305, 1.3166, 3.6985], [-2.7337, 2.0581, 3.6441], [-3.6770, 1.5708, 2.7981], [-3.2552, 0.2627, -5.7701], [-2.3885, 0.6770, -5.6414], [-3.2405, -0.4339, -5.0861], [0.5399, -0.4715, -1.8742], [0.9024, -0.2150, -1.0019], [0.5476, 0.3858, -2.3172], [-0.7923, 0.2351, -4.7954], [-0.2565, -0.4717, -5.1853], [-0.3754, 1.1042, -4.6808], [-2.8005, 0.3785, -2.3364], [-2.4914, 0.3278, -3.2824], [-2.0657, 0.8008, -1.8801], [3.8783, 4.4300, -0.2001], [2.9223, 4.3680, -0.3767], [4.1011, 3.5605, 0.1875], [-2.7068, -1.8307, 5.4682], [-2.9560, -1.2616, 6.2461], [-1.8319, -2.1942, 5.7489], [-2.9910, -4.1344, 1.2689], [-2.5889, -3.7475, 0.4647], [-2.6255, -5.0003, 1.3667], [4.3751, -3.2733, -1.7400], [4.1341, -2.5720, -1.1181], [4.3712, -2.8277, -2.6490], [1.3390, -2.8769, 4.6431], [1.2021, -2.2732, 3.8674], [1.5466, -3.7410, 4.2138], [-4.2286, 1.9380, 0.9730], [-4.6663, 1.2076, 0.5534], [-4.6595, 2.7968, 0.7940], [-1.2874, 2.0151, -0.5877], [-1.8394, 1.8305, 0.2294], [-0.4827, 1.5283, -0.3960], [3.4145, 5.9243, 2.0930], [3.9565, 6.5982, 2.4122], [3.9324, 5.4258, 1.4141], [4.0273, 1.4836, 1.1633], [3.0984, 1.2734, 1.0623], [4.1878, 1.4208, 2.1494], [-0.5176, 0.1190, 5.1921], [0.1798, 0.4267, 4.5647], [-0.2995, -0.5748, 5.8422], [2.0011, -4.1514, 2.0332], [2.8163, -4.6215, 1.9672], [2.2415, -3.1951, 1.8427], [-4.2460, -0.6629, -0.4314], [-3.5822, -0.3973, -1.1242], [-5.0782, -0.8878, -0.8835], [-0.7070, 3.6330, 2.4479], [-0.1871, 4.2297, 3.0429], [-0.1347, 2.8585, 2.3410], [-1.2473, -2.2835, -0.0715], [-1.1541, -1.4219, -0.5587], [-0.4654, -2.7788, -0.4530], [-0.9033, -3.0066, -4.0882], [-1.3919, -2.3975, -3.4811], [-0.2212, -3.5589, -3.6379], [-0.0166, 4.3197, -2.0252], [0.3672, 5.0795, -1.5548], [-0.6129, 3.8368, -1.4227], [3.2817, -0.8248, -0.2005], [4.0870, -0.5881, 0.3183], [2.6233, -0.7465, 0.5074], [0.3806, -1.8190, -6.2548], [-0.1077, -1.9010, -7.0791], [-0.1807, -2.3524, -5.6134], [-3.7202, 4.4610, 0.0970], [-4.0372, 4.0885, -0.7029], [-2.9075, 4.0710, 0.3821], [3.7070, 1.2893, 4.2323], [3.9742, 0.9352, 5.0864], [2.6922, 1.2190, 4.2394], [-1.6276, -1.8487, -8.3538], [-2.0330, -2.5348, -8.8570], [-2.3825, -1.4318, -7.8780], [-1.1834, -2.6680, 2.9673], [-0.4100, -2.4124, 2.4155], [-1.7635, -3.1985, 2.3767], [1.0324, 5.1350, 0.4303], [0.2110, 4.7914, 0.8684], [1.5478, 5.5956, 1.1598], [-3.8401, -1.6313, 2.1390], [-4.0163, -1.3065, 1.1800], [-3.6446, -2.5837, 2.0251], [1.0344, -3.0931, -1.9268], [0.8834, -2.1955, -2.2162], [1.9790, -3.2933, -1.8740], [4.2239, -5.6276, 0.2181], [5.1515, -5.5086, 0.4780], [4.1614, -5.0534, -0.5594], [1.8175, 4.3469, 3.7177], [2.0770, 3.4159, 3.5664], [2.5536, 4.8752, 3.3208], [-0.3179, -2.5234, 6.5231], [-0.3295, -3.1412, 7.2070], [0.3624, -2.8291, 5.8207], [1.9837, 2.0710, -2.4413], [1.4439, 2.8132, -2.0126], [2.7304, 1.7605, -1.9693], [3.2074, -1.7376, -4.2286], [3.4008, -0.9766, -4.8481], [2.4924, -2.2054, -4.7072], [0.0713, 3.0334, -4.8284], [1.0136, 2.9530, -4.6420], [-0.1497, 3.4620, -3.9746], [-4.0772, 3.3197, -2.6000], [-3.1962, 3.6229, -2.5100], [-4.4027, 3.6914, -3.4467]], "atomic_forces_ev_per_a": [[-0.5, 0.6, 0.2], [0.6, 1.2, 1.0], [-0.6, -0.5, 1.3], [-0.4, -0.5, -1.3], [0.4, 0.4, -0.9], [-0.1, -0.4, -0.2], [-0.8, -1.7, -1.0], [0.2, 0.0, -0.2], [0.2, 1.7, 1.1], [-0.3, 0.1, -1.5], [1.4, 0.6, 1.1], [-0.8, -1.2, 0.2], [-0.4, -0.5, 0.3], [0.1, -0.2, -0.1], [-0.1, 0.4, -0.6], [-0.3, 0.5, 0.7], [0.1, -0.3, -0.2], [0.2, -0.1, -0.5], [-0.9, 0.3, 1.0], [0.6, 0.4, -0.4], [0.5, -0.2, -0.4], [0.5, -0.4, -1.7], [-0.3, 0.0, 1.3], [0.2, 0.5, 0.3], [-0.1, -0.6, 0.3], [0.2, 0.2, 0.2], [-0.1, 0.2, -0.2], [-0.4, 0.8, 1.1], [0.2, -0.7, -1.3], [-0.1, -0.2, 0.1], [-0.3, 1.2, -0.4], [0.0, -0.1, 0.3], [0.6, -0.9, 0.1], [-0.1, 0.6, -1.6], [-0.1, 0.3, -0.1], [-0.2, -0.7, 1.7], [0.5, -0.5, -1.3], [0.2, -0.3, 0.7], [-0.2, 0.9, 0.3], [0.6, 0.8, 1.0], [-0.4, -0.5, -0.6], [0.2, -0.6, -0.1], [-1.3, -0.1, 1.1], [0.6, 0.3, -1.2], [0.7, -0.2, 0.3], [-0.9, -1.9, -1.0], [1.4, 1.8, 0.8], [-0.6, 0.3, 0.1], [0.9, 0.2, 1.6], [-0.6, 0.0, -0.1], [-0.3, 0.2, -1.3], [-1.2, -0.2, -0.3], [0.3, -0.3, 0.4], [0.6, 0.3, -0.5], [-0.3, 2.3, 0.2], [1.1, -0.7, -0.4], [-0.6, -1.5, 0.2], [-0.5, -0.1, 0.1], [-0.7, -0.1, 0.0], [0.7, 0.1, 0.1], [0.2, 0.6, 0.3], [-0.3, -0.8, -0.5], [0.0, 0.1, 0.2], [1.3, 0.3, -1.3], [-0.3, -1.0, 0.7], [-0.9, 0.4, 0.5], [-0.3, 0.1, 0.1], [1.1, -1.0, -0.3], [-0.9, 1.0, 0.3], [-0.1, -0.4, -0.3], [-0.3, -0.4, 0.2], [0.4, 0.3, 0.1], [1.1, -0.3, 0.9], [-0.6, 0.1, -0.8], [-0.3, -0.2, -0.3], [-0.5, -0.8, 1.3], [-0.2, 0.1, -0.5], [0.8, 0.5, -0.6], [-0.7, 1.6, 1.4], [-0.1, -0.8, -1.5], [0.7, -0.6, -0.1], [-2.0, -0.1, 0.1], [0.1, 0.0, -0.1], [1.9, 0.0, -0.4], [-0.5, 1.1, 1.1], [-0.3, -0.9, -0.6], [0.8, -0.2, -0.3], [0.4, -0.3, -0.1], [-0.4, 0.0, 0.1], [0.2, 0.1, 0.1], [-0.1, 0.5, 1.4], [1.0, 0.2, -0.2], [-0.8, -0.7, -1.1], [0.0, 0.4, -1.1], [0.6, -0.3, 1.5], [-0.3, 0.3, 0.0], [-0.3, -1.6, 0.3], [0.5, 1.0, -0.1], [-0.1, 0.4, -0.1], [0.5, 0.3, 0.2], [-0.4, -0.2, 0.0], [-0.1, 0.1, -0.1], [0.6, -0.3, -0.3], [-0.2, 0.6, 0.1], [-0.6, -0.4, 0.2], [0.4, 1.3, -2.2], [0.0, -1.5, 1.8], [-0.7, 0.4, 0.5], [-2.7, 1.5, -0.9], [1.5, -1.3, -0.4], [0.9, 0.0, 1.2], [-0.1, 0.9, -1.5], [-0.3, -1.2, 1.1], [0.4, 0.3, 0.3], [0.1, 0.2, 1.2], [0.4, -0.3, -0.5], [-0.5, 0.0, -0.4], [-1.8, -0.1, -0.7], [1.5, 0.4, -0.1], [0.3, -0.3, 0.8]], "lowdin_charge": [1.1604, 0.4008, -0.3582, -0.3797, -0.4247, -0.3561, -0.0867, -0.0246, 0.0772, -0.0787, 0.0334, 0.0389, -0.0799, 0.0020, 0.0267, -0.0590, 0.0167, 0.0269, -0.0717, 0.0125, 0.0244, -0.0582, 0.0513, 0.0047, -0.0615, 0.0244, 0.0336, -0.1184, 0.1029, 0.0031, -0.0466, 0.0513, 0.0413, -0.0883, 0.0027, 0.0625, -0.0519, 0.0329, 0.0786, -0.0445, 0.0195, 0.0553, -0.0567, 0.0711, 0.0003, -0.0413, 0.0299, 0.0495, -0.0647, -0.0119, 0.0540, -0.0813, 0.0075, 0.0338, -0.0478, 0.0283, 0.0822, -0.0746, 0.0157, 0.0836, -0.0725, 0.0455, 0.0034, -0.0749, 0.0450, 0.0539, -0.0723, 0.0707, 0.0581, -0.0648, 0.0444, 0.0197, -0.0677, 0.0632, -0.0091, -0.0869, 0.0046, 0.0277, -0.0237, -0.0186, 0.0111, -0.0825, 0.0411, 0.0436, -0.0418, 0.0305, 0.0632, -0.1049, 0.0289, 0.0307, -0.0966, 0.0401, 0.0543, -0.1116, 0.0525, 0.0099, -0.0582, -0.0174, 0.0329, -0.0633, 0.0482, 0.0037, -0.0786, 0.0266, 0.0159, -0.0707, 0.0295, 0.0268, -0.0500, 0.0537, 0.0205, -0.0775, 0.0788, 0.0357, -0.0553, 0.0377, 0.0213, -0.0320, 0.0067, 0.0779], "lumo_energy_ev": [-0.03, -1.47], "s2": 2.0032, "homo_ev": [-10.217, -10.488], "multiplicity": 3, "total_charge": 0}

{"formula": "H7N2", "method": "the ωB97M-V functional and the def2-TZVPD basis", "elements": ["N", "H", "H", "H", "H", "N", "H", "H", "H"], "xyz": [[-0.8555, 0.2203, 1.1274], [-1.1420, -0.5312, 1.7717], [-1.6341, 0.8615, 1.2397], [0.0569, 0.5139, 1.4801], [-0.7385, -0.2614, 0.2227], [0.9437, -0.1153, -1.2748], [1.3766, 0.5888, -1.8335], [0.3158, -0.6222, -1.8878], [1.6771, -0.6544, -0.8455]], "atomic_forces_ev_per_a": [[-0.4, -2.1, 1.4], [0.2, -0.1, 0.0], [0.3, 0.8, -0.7], [-0.1, 0.6, -0.4], [0.2, 1.0, -0.4], [-1.0, 0.2, 0.7], [0.2, 0.6, -0.3], [0.6, -0.5, 0.0], [0.0, -0.6, -0.4]], "lowdin_charge": [0.3034, 0.1589, 0.1565, 0.1525, 0.1118, 0.0221, 0.0259, 0.0368, 0.0321], "lumo_energy_ev": -4.15, "homo_ev": -14.898, "total_charge": 1, "de_lowest_kj_mol": 59.02}

How do the records compare in max |F|? In the order shown, they have 2.9 3.6 0.6 13.2 3.2 2.5 eV Å⁻¹.